A gas-phase ion, CBrClFO2S (charge -1), computed with ωB97M-V/def2-TZVPD.

```
7
Properties=species:S:1:pos:R:3:mulliken_charge:R:1
C 1.064 1.353 -0.706 -0.055
O -0.853 -1.033 1.791 -0.515
O -0.780 -2.222 -0.341 -0.535
F 0.569 0.495 -1.704 -0.174
S -0.796 -0.874 0.327 0.687
Cl 1.309 -0.024 0.667 -0.169
Br -0.514 2.305 -0.034 -0.240
```

Values from the calculation:
- Charge: -1
- Energy relative to the best compared isomer or geometry (same formula, charge and spin): 41.3 kcal per mole
- Gap between HOMO and LUMO: 7.74 eV
- E_tot: -3720.82331 a.u.
- HOMO energy: -4.3 eV
- 2S+1: 1